{
  "formula": "C15H22N2O4",
  "method": "wB97M-V/def2-TZVPD",
  "relative_energy_kj_mol": 971.5,
  "homo_energy_ev": -8.8,
  "mol_weight_da": 294.351,
  "total_charge": 0,
  "total_energy_ev": -27074.00970,
  "gap_ev": 8.970,
  "species": ["C", "C", "C", "C", "C", "C", "C", "C", "C", "C", "C", "C", "C", "C", "C", "H", "H", "H", "H", "H", "H", "H", "H", "H", "H", "H", "H", "H", "H", "H", "H", "H", "H", "H", "H", "H", "H", "N", "N", "O", "O", "O", "O"],
  "positions_angstrom": [[-3.1439, 1.3540, 0.5866], [-1.7780, 0.9546, 0.0395], [-4.3345, 0.4905, 0.8882], [-4.3366, -0.6408, -0.1681], [-4.6729, -0.4516, -1.6274], [-5.1255, -1.7741, 0.5148], [0.3710, 0.0685, 0.6253], [0.0550, -1.3380, -0.2440], [1.5349, -0.3402, 1.6418], [2.7563, -0.0686, 0.6573], [3.5607, -1.0907, 0.1222], [3.2907, 1.2108, 0.2113], [4.9157, -0.9989, -0.1818], [4.5195, 1.3820, -0.3580], [5.4180, 0.3070, -0.3969], [-3.5996, 2.1959, -1.1761], [-3.0766, 3.3084, -0.0673], [-2.9109, 1.9244, 1.6451], [-5.2263, 1.2078, 1.0829], [-3.9868, -0.2793, 1.7381], [-3.1840, -1.0001, -0.4564], [-5.5981, 0.0893, -1.8613], [-3.7005, 0.1393, -1.8017], [-4.5046, -1.2366, -2.3039], [-6.2125, -1.3699, 0.3971], [-4.7043, -1.6520, 1.7067], [-5.0206, -2.8605, 0.1522], [-1.6790, 0.1743, 2.0335], [0.9564, 0.7516, -0.1103], [1.4753, 0.1199, 2.9059], [1.5072, -1.5850, 1.6965], [2.9178, -2.0494, 0.2005], [2.7297, 2.1261, 0.6320], [5.4618, -1.7484, -0.6831], [4.6954, 2.4847, -0.9010], [7.3031, -0.4960, -0.5011], [-0.9865, -0.2206, -1.5070], [-3.6766, 2.5161, -0.1811], [-1.0289, 0.4584, 1.0858], [-1.5363, 1.1436, -1.2056], [0.3662, -2.4130, 0.1557], [6.9345, 0.5199, -0.4264], [-0.5019, -1.1544, -1.4012]],
  "forces_ev_per_angstrom": [[-0.38, 5.59, 2.85], [-1.74, -0.26, 0.60], [2.11, -2.29, 0.18], [1.26, -3.48, -0.67], [1.59, 3.60, 0.34], [-0.06, 0.22, 2.02], [0.50, -2.67, 0.18], [1.03, 2.20, 0.86], [-0.43, -1.53, 0.25], [2.73, 1.91, 0.24], [-2.59, -2.77, 2.11], [-3.18, -0.08, 3.31], [-1.07, 2.52, -1.40], [1.67, 3.03, -2.09], [2.60, 0.08, 0.92], [-0.21, 0.92, 0.93], [0.44, 0.41, -0.17], [-0.23, -1.50, -2.18], [1.39, -1.84, -0.31], [-1.11, 2.75, -0.79], [-2.36, 0.59, 2.17], [0.28, 0.01, 0.01], [-1.99, 0.29, -1.17], [-0.20, -1.72, -0.29], [1.50, -1.26, 0.75], [-1.96, -1.38, -3.16], [-0.14, 1.86, 0.36], [3.12, 0.95, -3.58], [-2.45, -0.31, 1.22], [0.52, -1.06, -4.40], [-0.12, 3.45, 0.31], [2.03, 0.80, -0.39], [0.83, -1.17, -1.34], [0.54, -1.36, 0.19], [0.18, -3.13, 2.00], [-1.30, 3.86, 0.28], [1.48, -1.24, 0.21], [-0.06, -1.57, -1.47], [-0.48, 0.28, -0.74], [0.32, -0.71, 3.34], [0.28, -0.99, 0.52], [-2.80, -4.12, -0.89], [-1.53, 1.13, -1.12]],
  "nbo_charge": [-0.141, 0.698, -0.416, -0.223, -0.631, -0.597, -0.200, 0.802, -0.458, -0.076, -0.179, -0.203, -0.317, -0.284, 0.333, 0.368, 0.358, 0.192, 0.276, 0.197, 0.188, 0.208, 0.212, 0.226, 0.208, 0.178, 0.229, 0.468, 0.275, 0.250, 0.279, 0.233, 0.219, 0.224, 0.243, 0.473, 0.515, -0.831, -0.629, -0.679, -0.598, -0.689, -0.700]
}

***

{
  "formula": "C21H27NO3",
  "method": "wB97M-V/def2-TZVPD",
  "relative_energy_kj_mol": 228.1,
  "homo_energy_ev": -7.9,
  "mol_weight_da": 341.451,
  "total_charge": 0,
  "smiles": "COc1ccc(CC[C@@H](C)NC(=O)CCc2ccccc2)c(OC)c1",
  "total_energy_ev": -29848.16561,
  "gap_ev": 8.703,
  "species": ["C", "O", "C", "C", "C", "C", "C", "C", "C", "C", "N", "C", "O", "C", "C", "C", "C", "C", "C", "C", "C", "C", "O", "C", "C", "H", "H", "H", "H", "H", "H", "H", "H", "H", "H", "H", "H", "H", "H", "H", "H", "H", "H", "H", "H", "H", "H", "H", "H", "H", "H", "H"],
  "positions_angstrom": [[5.6589, 1.8821, -3.1948], [4.6220, 1.1236, -3.7644], [3.7346, 0.4970, -2.9384], [2.7375, -0.2437, -3.5660], [1.7988, -0.9086, -2.8037], [1.8131, -0.8573, -1.4191], [0.7595, -1.5615, -0.6117], [-0.5471, -0.7621, -0.5178], [-0.3839, 0.5744, 0.2218], [-0.1292, 1.7359, -0.7374], [-1.5643, 0.8614, 1.0167], [-1.5295, 1.0742, 2.3484], [-0.5073, 1.0418, 3.0020], [-2.8925, 1.3479, 2.9685], [-3.5540, 0.0291, 3.4033], [-3.7999, -0.8781, 2.2317], [-3.0246, -2.0125, 2.0324], [-3.2377, -2.8296, 0.9348], [-4.2266, -2.5184, 0.0174], [-5.0063, -1.3897, 0.2072], [-4.7950, -0.5785, 1.3074], [2.8200, -0.1115, -0.7917], [2.7926, -0.0933, 0.5712], [3.7006, 0.7206, 1.2689], [3.7747, 0.5584, -1.5500], [6.3150, 1.2656, -2.5711], [5.2704, 2.7165, -2.6010], [6.2304, 2.2763, -4.0337], [2.7216, -0.2849, -4.6426], [1.0290, -1.4848, -3.2957], [0.5387, -2.5248, -1.0774], [1.1368, -1.7406, 0.3947], [-1.2770, -1.3701, 0.0210], [-0.9373, -0.5808, -1.5220], [0.4378, 0.4983, 0.9396], [0.0249, 2.6562, -0.1785], [-0.9829, 1.8708, -1.4003], [0.7503, 1.5397, -1.3433], [-2.4488, 0.8754, 0.5335], [-3.5333, 1.8741, 2.2591], [-2.7427, 1.9762, 3.8473], [-2.9029, -0.4656, 4.1256], [-4.5020, 0.2605, 3.8959], [-2.2451, -2.2544, 2.7403], [-2.6288, -3.7111, 0.7949], [-4.3916, -3.1536, -0.8401], [-5.7835, -1.1437, -0.5020], [-5.4141, 0.2958, 1.4559], [3.6162, 1.7691, 0.9652], [3.4232, 0.6311, 2.3181], [4.7342, 0.3827, 1.1368], [4.5469, 1.1246, -1.0570]],
  "forces_ev_per_angstrom": [[0.16, 0.12, 0.10], [-0.27, -0.21, -0.02], [-0.23, -0.14, -0.12], [0.19, 0.17, -0.10], [0.21, 0.15, 0.15], [0.18, -0.09, 0.34], [-0.17, 0.13, -0.10], [0.16, -0.11, 0.28], [0.08, 0.03, -0.09], [0.11, -0.12, 0.25], [0.02, 0.08, -0.33], [-0.60, 0.31, -0.20], [0.41, -0.08, 0.43], [0.16, -0.13, 0.22], [-0.01, 0.16, -0.06], [-0.09, -0.16, 0.13], [-0.08, 0.00, 0.03], [-0.03, -0.09, -0.01], [0.03, -0.09, -0.07], [-0.05, 0.05, -0.10], [0.03, 0.00, 0.04], [-0.22, -0.25, -0.32], [-0.18, -0.16, -0.28], [0.17, 0.16, 0.17], [0.30, 0.24, 0.14], [-0.03, 0.03, -0.01], [0.02, -0.04, -0.01], [-0.01, 0.00, 0.10], [0.00, -0.01, -0.15], [-0.11, -0.08, -0.06], [0.05, -0.04, 0.05], [-0.06, -0.12, 0.00], [0.01, 0.06, -0.09], [-0.09, -0.02, -0.08], [-0.13, 0.00, -0.13], [0.01, 0.11, 0.03], [-0.09, 0.01, -0.10], [0.08, 0.04, -0.14], [-0.04, 0.01, 0.15], [-0.04, 0.02, 0.01], [0.04, 0.04, -0.11], [-0.05, 0.01, 0.04], [0.06, -0.04, 0.04], [0.09, -0.01, 0.09], [0.06, -0.07, -0.02], [-0.01, -0.05, -0.07], [-0.06, 0.01, -0.05], [-0.07, 0.10, 0.02], [0.01, -0.04, 0.00], [0.06, 0.04, -0.06], [-0.05, 0.02, -0.02], [0.08, 0.06, 0.05]],
  "nbo_charge": [-0.253, -0.511, 0.399, -0.314, -0.165, -0.124, -0.418, -0.391, -0.081, -0.610, -0.612, 0.680, -0.642, -0.477, -0.414, -0.022, -0.171, -0.211, -0.228, -0.204, -0.238, 0.400, -0.517, -0.252, -0.443, 0.174, 0.174, 0.201, 0.222, 0.210, 0.210, 0.226, 0.221, 0.193, 0.244, 0.212, 0.196, 0.221, 0.395, 0.203, 0.235, 0.222, 0.217, 0.210, 0.214, 0.214, 0.214, 0.210, 0.177, 0.210, 0.173, 0.224]
}

***

{
  "formula": "C26H21BrN6O2V",
  "method": "wB97M-V/def2-TZVPD",
  "relative_energy_kj_mol": 0.0,
  "homo_energy_ev": [-6.7, -7.3],
  "mol_weight_da": 580.342,
  "total_charge": 0,
  "total_energy_ev": -136069.81315,
  "gap_ev": [7.062, 7.496],
  "spin_multiplicity": 4,
  "species": ["V", "C", "C", "C", "C", "C", "N", "C", "C", "C", "C", "C", "C", "C", "N", "C", "C", "C", "N", "C", "C", "N", "C", "C", "C", "N", "H", "H", "H", "H", "H", "H", "H", "H", "H", "H", "H", "H", "H", "H", "H", "H", "H", "H", "Br", "C", "C", "N", "C", "C", "C", "C", "O", "O", "H", "H", "H"],
  "positions_angstrom": [[-1.5683, -0.1703, -0.1083], [3.3814, 4.3029, 0.5833], [2.5253, 3.1582, 0.1126], [3.0124, 1.8544, 0.0725], [2.2136, 0.8041, -0.3327], [0.8917, 0.9831, -0.7601], [0.0873, -0.1100, -1.1588], [0.6546, -1.0948, -1.9655], [1.7338, -0.8062, -2.8217], [2.3555, -1.7458, -3.6147], [1.9308, -3.0692, -3.6166], [2.6038, -4.1326, -4.4430], [0.8294, -3.3634, -2.8383], [0.1701, -2.4158, -2.0602], [-1.0469, -2.9023, -1.4193], [-1.6532, -4.0927, -1.6097], [-2.7999, -4.1268, -0.8537], [-2.8368, -2.8865, -0.2239], [-1.7790, -2.1530, -0.5631], [0.4089, 2.2911, -0.6764], [1.2029, 3.3464, -0.2463], [-0.9586, 2.6117, -0.9904], [-1.4396, 3.7557, -1.5047], [-2.8116, 3.7056, -1.4485], [-3.0873, 2.4592, -0.8761], [-1.9694, 1.7976, -0.5984], [4.4073, 3.9757, 0.7501], [3.0096, 4.7159, 1.5229], [3.4080, 5.1133, -0.1470], [4.0297, 1.6532, 0.3898], [2.6080, -0.2029, -0.3225], [2.0861, 0.2144, -2.8518], [3.1873, -1.4446, -4.2423], [3.5304, -3.7600, -4.8795], [1.9674, -4.4712, -5.2631], [2.8554, -5.0074, -3.8406], [0.4769, -4.3848, -2.8339], [-1.2500, -4.8309, -2.2761], [-3.5063, -4.9346, -0.7788], [-3.5567, -2.4920, 0.4749], [0.7589, 4.3314, -0.1596], [-0.7703, 4.5076, -1.8866], [-3.5074, 4.4522, -1.7882], [-4.0397, 2.0009, -0.6647], [-1.7498, 3.2546, 6.4045], [-1.5317, 1.4674, 5.8345], [-1.4378, 0.4635, 6.7839], [-1.2816, -0.8208, 6.4629], [-1.2115, -1.1185, 5.1640], [-1.3034, -0.1772, 4.1486], [-1.4693, 1.1542, 4.4912], [-1.2203, -0.6309, 2.7134], [-0.9238, -1.7865, 2.4635], [-1.5006, 0.2965, 1.8357], [-1.4908, 0.7101, 7.8381], [-1.0768, -2.1589, 4.8973], [-1.5483, 1.9095, 3.7218]],
  "forces_ev_per_angstrom": [[-0.20, 0.20, 0.85], [0.02, 0.01, 0.01], [0.07, 0.00, 0.01], [-0.02, -0.07, 0.00], [0.08, -0.03, 0.03], [-0.06, -0.53, -0.23], [0.63, 0.09, -0.51], [-0.25, 0.26, 0.22], [0.10, 0.04, -0.02], [0.02, 0.06, 0.01], [0.00, -0.02, -0.02], [0.06, 0.00, 0.00], [0.04, -0.05, -0.04], [-0.53, -0.48, 0.18], [0.31, 0.59, 0.05], [0.10, -0.12, -0.13], [-0.04, 0.01, 0.00], [0.11, -0.05, 0.08], [0.01, -0.76, -0.31], [-0.52, 0.29, -0.10], [0.06, 0.06, 0.10], [0.19, -0.53, 0.19], [0.12, 0.17, -0.12], [-0.02, -0.08, -0.01], [-0.11, -0.07, -0.01], [0.11, 1.04, -0.25], [-0.01, -0.01, 0.00], [-0.01, 0.00, -0.01], [-0.03, 0.00, 0.00], [-0.03, 0.01, -0.01], [0.03, -0.02, -0.03], [0.03, 0.04, 0.02], [-0.02, 0.01, 0.02], [-0.02, 0.02, 0.01], [-0.02, 0.02, 0.01], [-0.02, 0.01, 0.01], [0.06, 0.02, -0.03], [-0.08, -0.02, 0.05], [0.02, 0.02, 0.00], [0.01, -0.01, 0.02], [0.01, -0.01, 0.00], [-0.03, 0.00, 0.01], [0.01, -0.03, 0.01], [-0.01, 0.03, 0.01], [-0.01, 0.11, 0.00], [0.01, -0.06, -0.02], [0.02, -0.19, 0.05], [-0.01, 0.21, -0.20], [0.01, -0.07, 0.25], [0.04, -0.01, -0.07], [-0.04, 0.09, -0.03], [-0.16, 0.48, -0.13], [-0.01, -0.11, -0.17], [-0.03, -0.52, 0.22], [0.00, -0.04, 0.00], [0.00, -0.01, 0.03], [0.01, -0.01, -0.01]],
  "nbo_charge": [1.267, -0.628, -0.022, -0.200, -0.211, 0.119, -0.728, 0.149, -0.248, -0.183, -0.054, -0.623, -0.217, 0.150, -0.139, -0.011, -0.324, -0.009, -0.351, 0.156, -0.223, -0.156, -0.007, -0.334, -0.013, -0.340, 0.217, 0.222, 0.217, 0.213, 0.227, 0.223, 0.209, 0.216, 0.216, 0.217, 0.200, 0.225, 0.240, 0.220, 0.212, 0.232, 0.240, 0.218, 0.055, -0.142, 0.014, -0.404, 0.065, -0.182, -0.158, 0.776, -0.647, -0.829, 0.201, 0.218, 0.247]
}